1.
{"formula": "C4H10FN2", "method": "ωB97M-V/def2-TZVPD", "elements": ["F", "N", "N", "C", "C", "C", "C", "H", "H", "H", "H", "H", "H", "H", "H", "H", "H"], "positions_angstrom": [[1.40, -0.39, 2.30], [0.13, 0.20, -1.06], [-1.01, -0.03, 0.99], [1.51, -0.22, 0.93], [1.31, 0.13, -1.88], [-2.44, 0.08, 0.82], [0.02, -0.04, 0.20], [1.33, 0.70, -2.85], [-2.87, 0.33, -0.17], [-0.74, 0.18, -1.60], [1.65, -0.82, -2.13], [2.09, 0.63, -1.42], [2.08, -1.17, 0.51], [-2.86, -0.91, 1.10], [-0.73, -0.40, 1.93], [2.04, 0.84, 0.82], [-2.94, 0.88, 1.51]], "mulliken_charge": [-0.302, -0.165, -0.176, -0.466, -1.025, -0.816, 0.726, 0.325, 0.327, 0.257, 0.404, 0.367, 0.338, 0.335, 0.255, 0.340, 0.277], "orbital_gap_ev": 11.823, "relative_energy_kcal_mol": 7.5, "total_charge": 1, "multiplicity": 1, "homo_ev": -14.93, "smiles": "CN/C(CF)=[NH+]\\C"}

***

2.
{"formula": "C48H45ClN2O6", "method": "ωB97M-V/def2-TZVPD", "elements": ["Cl", "O", "O", "O", "O", "O", "O", "N", "N", "C", "C", "C", "C", "C", "C", "C", "C", "C", "C", "C", "C", "C", "C", "C", "C", "C", "C", "C", "C", "C", "C", "C", "C", "C", "C", "C", "C", "C", "C", "C", "C", "C", "C", "C", "C", "C", "C", "C", "C", "C", "C", "C", "C", "C", "C", "C", "C", "H", "H", "H", "H", "H", "H", "H", "H", "H", "H", "H", "H", "H", "H", "H", "H", "H", "H", "H", "H", "H", "H", "H", "H", "H", "H", "H", "H", "H", "H", "H", "H", "H", "H", "H", "H", "H", "H", "H", "H", "H", "H", "H", "H", "H"], "positions_angstrom": [[-2.89, 3.03, -2.21], [3.36, 1.71, 0.55], [-0.18, 2.07, -1.90], [5.36, -0.39, 5.06], [2.59, 0.64, -10.92], [-2.12, -1.65, 4.38], [3.39, 2.26, -5.88], [-1.23, -1.53, 1.12], [-3.96, -0.81, 0.95], [2.92, 0.61, 2.59], [4.91, 0.06, 4.03], [2.77, 1.03, -9.78], [-2.17, -2.15, 1.78], [4.36, 1.68, -7.95], [0.75, 1.99, -6.73], [7.18, 0.64, 3.20], [-7.85, -1.79, 6.61], [-1.04, 1.32, -1.16], [1.18, 2.10, -1.48], [7.51, 1.68, 1.06], [4.15, 1.24, -9.25], [-3.56, -1.80, 1.69], [-0.69, 0.24, -0.38], [8.03, 1.15, 2.24], [-6.82, -3.09, 4.64], [0.33, 1.19, -9.37], [3.21, 1.92, -7.03], [3.81, 1.21, 1.56], [6.73, 1.67, -8.32], [-1.74, -3.30, 2.64], [1.22, -0.56, 4.45], [5.28, 1.18, 1.81], [-7.99, -2.95, 5.60], [-1.66, -0.49, 0.35], [-0.54, 1.84, -7.22], [1.63, 1.33, -8.88], [-2.25, -1.36, 5.75], [1.83, 1.74, -7.57], [1.55, 0.61, 2.38], [-1.73, -2.99, 4.15], [6.53, 1.21, -9.62], [-6.47, -1.80, 3.89], [-4.57, -2.62, 2.43], [-2.41, 1.68, -1.24], [-6.00, -2.06, 2.45], [5.24, 1.00, -10.08], [0.70, 0.02, 3.30], [2.59, -0.55, 4.68], [5.65, 1.90, -7.49], [1.96, 2.93, -2.49], [-3.07, -0.10, 5.96], [3.44, 0.04, 3.76], [-3.00, -0.12, 0.27], [6.14, 1.69, 0.84], [-0.75, 1.45, -8.54], [-3.37, 0.98, -0.54], [5.80, 0.64, 2.99], [-1.38, 2.04, -6.57], [-2.74, 0.38, 6.88], [-7.70, -2.17, 7.62], [9.09, 1.15, 2.41], [-8.06, -3.87, 6.17], [7.37, 1.02, -10.27], [-0.74, -3.57, 2.34], [-1.76, 1.34, -8.92], [2.82, 3.37, -2.01], [8.18, 2.07, 0.30], [-2.95, 0.60, 5.15], [5.80, 2.25, -6.47], [5.73, 2.10, -0.07], [1.33, 3.67, -2.97], [0.34, -0.07, -0.31], [0.18, 0.88, -10.39], [2.35, 2.26, -3.26], [7.57, 0.23, 4.12], [-4.26, -2.79, 3.45], [-6.07, -1.12, 1.90], [-5.95, -3.45, 5.18], [-6.69, -2.77, 2.02], [-4.12, -0.34, 6.08], [-8.77, -1.21, 6.65], [0.56, -1.03, 5.16], [0.92, 2.30, -5.71], [-2.36, -4.17, 2.44], [-2.44, -3.65, 4.66], [-7.05, -1.11, 6.36], [-1.27, -1.23, 6.22], [-0.36, 0.02, 3.12], [-5.65, -1.30, 4.41], [-4.41, 1.25, -0.60], [1.15, 1.06, 1.48], [3.00, -1.00, 5.57], [-0.75, -3.19, 4.58], [7.74, 1.84, -7.96], [-7.32, -1.12, 3.88], [5.07, 0.64, -11.09], [-8.93, -2.86, 5.06], [-2.72, -2.18, 6.29], [1.62, 1.11, -1.45], [1.25, 2.55, -0.49], [-4.58, -3.61, 1.97], [-7.08, -3.86, 3.92]], "mulliken_charge": [-0.213, -0.595, -0.368, -0.682, -0.667, -0.202, -0.644, -0.466, -0.480, 0.027, 0.582, 0.573, 0.841, 0.125, -0.552, -0.554, -0.996, 0.220, 0.091, -0.552, 0.133, 1.010, -0.117, -0.483, -0.351, -0.682, 0.415, 0.670, -0.483, -1.673, 0.081, 0.134, -0.701, -0.292, -0.639, 0.484, -0.303, 0.134, -0.693, -0.700, -0.467, -0.472, -0.419, 0.211, -1.124, -0.578, -0.439, -1.034, -0.479, -1.358, -1.131, 0.235, -0.204, -0.504, -0.463, -0.586, 0.108, 0.476, 0.410, 0.348, 0.392, 0.381, 0.401, 0.439, 0.386, 0.393, 0.413, 0.297, 0.473, 0.517, 0.352, 0.603, 0.478, 0.292, 0.477, -0.122, 0.399, 0.211, 0.410, 0.123, 0.242, 0.160, 0.691, 0.397, 0.513, 0.245, 0.317, 0.541, -0.064, 0.566, 0.620, 0.486, 0.615, 0.400, 0.597, 0.473, 0.375, 0.376, 0.179, 0.262, 0.377, 0.357], "orbital_gap_ev": 7.460, "total_charge": 0, "multiplicity": 1, "homo_ev": -8.43, "smiles": "CCCCCCc1nc2cc(Cl)c(OCC)cc2nc1CCOCC.O=C1c2ccccc2C(=O)c2ccccc21.O=C1c2ccccc2C(=O)c2ccccc21"}

***

3.
{"formula": "C17H34Cl2O12", "method": "ωB97M-V/def2-TZVPD", "elements": ["Cl", "Cl", "O", "O", "O", "O", "O", "O", "O", "O", "O", "O", "O", "O", "C", "C", "C", "C", "C", "C", "C", "C", "C", "C", "C", "C", "C", "C", "C", "C", "C", "H", "H", "H", "H", "H", "H", "H", "H", "H", "H", "H", "H", "H", "H", "H", "H", "H", "H", "H", "H", "H", "H", "H", "H", "H", "H", "H", "H", "H", "H", "H", "H", "H", "H"], "positions_angstrom": [[1.68, -1.72, -1.00], [0.40, -0.98, 1.45], [-3.66, -1.20, 4.90], [-0.98, -3.10, -3.67], [-2.18, -1.10, -3.54], [3.53, 1.54, -2.40], [-1.65, -1.63, 4.37], [-1.19, 2.54, -0.84], [-0.01, 2.14, -2.55], [4.22, 0.52, -0.48], [0.02, -1.44, -2.92], [-2.60, -2.84, 6.16], [0.78, 1.57, -0.44], [2.79, 2.30, -0.60], [0.36, -1.96, 3.06], [2.19, 3.92, 0.99], [-0.06, 2.01, -1.19], [1.39, -0.39, 0.06], [0.26, -0.11, -2.57], [-2.65, -1.99, 5.25], [1.13, 1.75, -3.28], [3.56, 1.40, -1.05], [-2.14, -3.88, -4.14], [-0.96, 3.63, 1.36], [4.17, 0.62, -3.26], [-0.44, -2.30, 4.32], [2.82, 2.55, 0.80], [-1.68, 2.51, 0.48], [-1.16, -1.83, -3.35], [-2.76, -4.66, -3.04], [-4.82, -1.18, 5.74], [0.83, -1.00, 3.25], [-1.53, 1.57, 1.00], [3.89, -0.41, -3.05], [-5.57, -0.58, 5.22], [2.28, 1.80, 1.39], [2.81, 4.75, 0.67], [0.11, -2.03, 5.22], [-2.86, -3.22, -4.62], [1.26, 3.91, 0.42], [1.25, 0.68, -3.47], [-1.43, 3.82, 2.32], [2.01, 2.16, -2.78], [-3.52, -5.31, -3.48], [0.03, 3.25, 1.59], [3.94, 0.84, -4.31], [0.68, 0.25, -0.44], [-0.66, 4.52, 0.80], [-4.62, -0.66, 6.68], [-1.95, -5.25, -2.60], [-0.06, 0.62, -3.31], [2.05, 4.05, 2.06], [-0.23, -1.94, 2.14], [-5.24, -2.17, 5.91], [1.20, -2.61, 2.80], [-3.23, -4.11, -2.23], [-1.81, -4.60, -4.88], [-0.33, 0.05, -1.66], [1.28, -0.01, -2.21], [5.26, 0.65, -3.13], [2.29, 0.17, 0.32], [-2.76, 2.70, 0.50], [3.85, 2.61, 1.14], [-0.61, -3.38, 4.39], [1.04, 2.22, -4.26]], "mulliken_charge": [-0.211, -0.034, -0.268, -0.358, -0.635, -0.334, -0.089, -0.426, -0.397, -0.611, -0.514, -0.581, -0.344, -0.236, -0.820, -1.201, 0.701, 1.756, -2.599, 0.588, -0.885, 0.684, -0.181, -0.984, -0.819, -0.513, 0.189, -0.100, 0.539, -1.131, -0.675, 0.237, 0.108, 0.307, 0.234, 0.031, 0.382, 0.333, 0.335, 0.111, 0.403, 0.475, 0.530, 0.374, 0.063, 0.295, -1.410, 0.363, 0.307, 0.298, 0.858, 0.379, 0.138, 0.300, 0.386, 0.307, 0.276, 1.874, 0.274, 0.321, 0.043, 0.404, 0.454, 0.365, 0.331], "orbital_gap_ev": 8.003, "relative_energy_kcal_mol": 314.4, "total_charge": 0, "multiplicity": 1, "homo_ev": -7.56}

***

4.
{"formula": "C4H7NO2", "method": "ωB97M-V/def2-TZVPD", "elements": ["O", "O", "N", "C", "C", "C", "C", "H", "H", "H", "H", "H", "H", "H"], "positions_angstrom": [[2.24, 0.05, 0.65], [0.56, -2.24, 0.41], [-1.17, 0.71, -0.02], [0.07, 1.21, 0.03], [0.86, 0.13, 0.73], [-1.16, -0.65, -0.32], [0.10, -1.13, 0.27], [-2.06, -1.23, -0.34], [0.24, 2.27, 0.16], [0.55, 0.27, 1.80], [2.45, -0.89, 0.73], [-0.11, 0.45, -2.02], [-1.93, 1.30, -0.33], [-0.63, -0.24, -1.76]], "mulliken_charge": [-0.521, -0.617, 0.050, -0.829, 0.627, -0.408, 0.203, 0.388, 0.288, 0.210, 0.355, 0.222, 0.219, -0.186], "orbital_gap_ev": [8.152, 8.153], "relative_energy_kcal_mol": 109.6, "total_charge": 0, "multiplicity": 1, "homo_ev": [-8.27, -8.27]}

***

5.
{"formula": "H5NO2", "method": "ωB97M-V/def2-TZVPD", "elements": ["O", "O", "N", "H", "H", "H", "H", "H"], "positions_angstrom": [[1.88, -1.14, 0.76], [-0.39, -0.23, -0.39], [-1.30, 0.86, -0.66], [2.00, -0.36, 1.33], [-0.81, 1.72, -0.79], [1.03, -1.05, 0.23], [-0.85, -1.02, -0.77], [-1.56, 1.21, 0.29]], "mulliken_charge": [-0.655, -0.468, -0.438, 0.288, 0.252, 0.418, 0.362, 0.243], "orbital_gap_ev": 11.623, "relative_energy_kcal_mol": 10.7, "total_charge": 0, "multiplicity": 1, "homo_ev": -10.74, "smiles": "NO.O"}

***

6.
{"formula": "C5H10NO4", "method": "ωB97M-V/def2-TZVPD", "elements": ["O", "O", "O", "O", "N", "C", "C", "C", "C", "C", "H", "H", "H", "H", "H", "H", "H", "H", "H", "H"], "positions_angstrom": [[0.56, 1.95, 0.45], [-0.31, 0.72, 2.44], [-0.26, 0.18, -2.30], [-1.48, 1.07, -0.55], [-0.01, -0.44, 1.83], [-0.41, 0.25, -0.85], [2.15, 0.18, -0.50], [0.84, 0.83, -0.15], [-0.76, -1.19, -0.37], [-1.12, -1.06, 1.13], [2.74, 0.13, 0.32], [-1.47, -1.64, -1.06], [-1.04, 1.75, -0.05], [-1.89, -0.36, 1.25], [-1.07, 0.13, -2.72], [2.86, 0.61, -1.21], [-1.28, -2.06, 1.61], [0.10, -1.80, -0.37], [1.88, -0.77, -0.72], [-0.03, 1.53, 1.83]], "mulliken_charge": [-0.899, -0.436, -0.618, -0.730, -0.507, 0.612, -1.685, 0.892, -0.732, -0.757, 0.523, 0.388, 0.436, 0.573, 0.366, 0.319, 0.302, 0.251, 0.333, 0.369], "orbital_gap_ev": 6.031, "relative_energy_kcal_mol": 63.2, "total_charge": -1, "multiplicity": 1, "homo_ev": -2.30, "smiles": "CC(=O)C(O)(O)CC[N-]O"}

***

7.
{"formula": "C10H12BaNO5PSSi", "method": "ωB97M-V/def2-TZVPD", "elements": ["Ba", "S", "P", "Si", "O", "O", "O", "O", "O", "N", "C", "C", "C", "C", "C", "C", "C", "C", "C", "C", "H", "H", "H", "H", "H", "H", "H", "H", "H", "H", "H", "H"], "positions_angstrom": [[-0.92, -0.64, -4.21], [-0.91, 3.49, -1.32], [-2.36, 2.57, -0.39], [2.13, -0.80, -0.08], [-2.77, -2.56, 0.29], [-2.42, 3.19, 1.12], [-0.29, 0.52, -2.20], [-3.74, 0.16, 1.07], [-3.75, 2.83, -1.20], [-3.01, -0.26, 3.40], [2.94, -2.46, -0.50], [-3.40, -0.06, 2.36], [-0.51, -1.72, 0.49], [-2.06, -1.62, 0.38], [0.21, -0.79, -0.20], [2.78, 0.67, -1.10], [2.54, -0.39, 1.75], [-1.87, 0.77, -0.32], [-0.61, 0.21, -1.03], [-2.58, -0.15, 0.36], [-0.01, -2.49, 1.10], [-3.47, 2.85, -2.13], [2.94, -2.70, -1.59], [3.99, -2.41, -0.12], [-1.62, 2.95, 1.62], [2.66, 0.72, 1.81], [1.93, 1.38, -1.25], [1.63, -0.66, 2.34], [3.43, -0.93, 2.12], [2.45, -3.29, 0.08], [3.56, 1.20, -0.51], [3.14, 0.39, -2.12]], "mulliken_charge": [1.816, -0.292, 0.737, 0.258, -0.403, -0.505, -0.909, -0.376, -0.473, -0.274, -0.954, 0.386, -0.105, -0.240, 0.570, -0.933, -1.076, -0.017, 0.032, 0.697, 0.500, 0.359, 0.302, 0.314, 0.404, 0.311, 0.239, 0.344, 0.332, 0.337, 0.355, 0.264], "orbital_gap_ev": 5.973, "total_charge": 2, "multiplicity": 1, "homo_ev": -14.71}

***

8.
{"formula": "C5H14N2O", "method": "ωB97M-V/def2-TZVPD", "elements": ["O", "N", "N", "C", "C", "C", "C", "C", "H", "H", "H", "H", "H", "H", "H", "H", "H", "H", "H", "H", "H", "H"], "positions_angstrom": [[1.58, 1.21, -1.07], [1.54, -1.30, -1.46], [2.87, 0.55, -0.94], [1.80, -0.77, 0.91], [-1.81, 1.13, 1.38], [-1.71, 0.89, -0.13], [-2.07, -0.54, -0.50], [1.94, -0.38, -0.54], [-3.10, -0.78, -0.22], [-1.98, -0.70, -1.58], [2.74, -1.18, 1.26], [-0.70, 1.12, -0.47], [-2.38, 1.58, -0.65], [3.37, 0.96, -0.15], [0.66, -1.75, -1.28], [1.62, -0.96, -2.41], [-2.83, 0.95, 1.73], [1.56, 0.12, 1.48], [-1.14, 0.46, 1.93], [1.02, -1.51, 1.06], [-1.43, -1.26, 0.01], [-1.54, 2.16, 1.63]], "mulliken_charge": [-0.426, -0.484, -0.597, -1.308, -1.200, 0.191, -1.122, 0.991, 0.412, 0.284, 0.374, -0.004, 0.335, 0.297, 0.261, 0.260, 0.385, 0.305, 0.241, 0.324, 0.173, 0.307], "orbital_gap_ev": 9.699, "relative_energy_kcal_mol": 88.5, "total_charge": 0, "multiplicity": 1, "homo_ev": -8.81, "smiles": "C[C@]1(N)NO1.CCC"}

***

Maximum force across the listed records, respectively: 4.3 1.0 16.1 1.9 2.4 4.2 4.4 2.1 eV Å⁻¹.
E_tot across the listed records, respectively: -10000.188 -78294.986 -67779.254 -9842.528 -5663.956 -15024.272 -50970.652 -10437.188 eV.